(w)
22
Properties=species:S:1:pos:R:3:nbo_charge:R:1 method="wB97M-V/def2-TZVPD" homo_energy_ev=-9.587 smiles=Cc1noc(C)c1C1(C#N)CC1
C 0.976 2.639 -0.301 -0.64
C 1.374 1.164 -0.149 0.17
N 2.623 0.794 -0.235 -0.14
O 2.562 -0.563 -0.215 -0.28
C 1.303 -1.035 -0.121 0.35
C 1.184 -2.491 -0.285 -0.68
C 0.501 0.094 0.032 -0.16
C -1.092 0.030 -0.031 -0.18
C -1.611 -0.119 -1.386 0.29
N -2.105 -0.409 -2.365 -0.32
C -1.929 0.637 1.048 -0.38
C -1.793 -0.803 1.011 -0.39
H -0.062 2.712 -0.783 0.22
H 1.069 3.168 0.579 0.22
H 1.726 2.967 -1.075 0.24
H 1.250 -2.914 0.737 0.24
H 0.204 -2.794 -0.722 0.24
H 1.975 -2.831 -0.994 0.25
H -2.847 1.154 0.816 0.24
H -1.284 1.110 1.939 0.22
H -1.314 -1.110 1.874 0.23
H -2.708 -1.403 0.627 0.23

=====

(x)
22
Properties=species:S:1:pos:R:3:nbo_charge:R:1 method="wB97M-V/def2-TZVPD" homo_energy_ev=-9.484 smiles="CC1=C(C)CC(C#N)(C#N)OC1"
C 0.767 -0.390 1.442 -0.63
C 0.551 0.439 0.254 -0.05
C -0.313 0.008 -0.667 0.02
C -0.758 -1.494 -0.503 -0.63
C -0.769 0.777 -1.810 -0.41
C -0.296 2.331 -1.539 0.08
C -1.377 2.986 -0.782 0.24
N -2.396 3.223 -0.310 -0.26
C -0.253 2.937 -2.871 0.27
N -0.094 3.283 -3.949 -0.26
O 1.002 2.335 -1.054 -0.48
C 1.088 1.812 0.316 -0.10
H -0.069 -0.957 1.547 0.22
H 0.858 0.305 2.357 0.21
H 1.755 -0.925 1.379 0.22
H -0.019 -2.017 0.066 0.22
H -0.775 -1.860 -1.478 0.21
H -1.712 -1.586 0.118 0.22
H -0.361 0.246 -2.695 0.24
H -1.842 0.830 -1.872 0.23
H 0.534 2.371 1.037 0.20
H 2.217 1.841 0.451 0.22

=====

Relative to the most stable one, in hartree, the structures come out at (w) 0.0104; (x) 0.0000.

=====

(w)
22
Properties=species:S:1:pos:R:3:nbo_charge:R:1 method="wB97M-V/def2-TZVPD" homo_energy_ev="-7.242 / -8.536"
C 2.685 2.602 0.187 -0.16
C 2.141 1.538 0.002 -0.07
C -1.048 -0.201 -0.603 -0.34
C -2.231 0.436 -0.193 0.13
C -0.030 0.622 -0.200 0.27
C 2.760 -1.330 -1.256 -0.03
C -3.722 0.085 -0.327 -0.64
C 0.686 -1.309 1.703 -0.50
C 1.374 0.402 -0.380 0.09
N -1.887 1.537 0.486 -0.13
N 1.764 -0.522 -1.213 -0.38
O -0.559 1.659 0.488 -0.26
H 2.965 3.540 0.524 0.23
H -0.850 -1.187 -1.088 0.25
H 2.960 -1.939 -2.170 0.19
H 3.319 -1.540 -0.330 0.17
H -3.908 -0.887 0.246 0.22
H -4.335 0.786 0.229 0.24
H -4.072 -0.130 -1.348 0.23
H -0.222 -0.924 1.436 0.16
H 1.320 -0.770 2.291 0.16
H 0.887 -2.470 1.515 0.17

=====

(x)
22
Properties=species:S:1:pos:R:3:nbo_charge:R:1 method="wB97M-V/def2-TZVPD" homo_energy_ev=-6.587
C 3.431 0.053 1.456 -0.29
O 2.114 0.537 1.325 -0.42
C 1.196 -0.456 1.400 0.45
C -0.184 -0.210 1.364 -0.14
C -1.151 -1.244 1.402 -0.11
C -2.490 -0.951 1.353 -0.23
C -2.917 0.368 1.276 -0.11
C -1.991 1.399 1.238 -0.23
C -0.647 1.119 1.279 -0.11
H 4.125 0.894 1.493 0.22
H 3.525 -0.531 2.372 0.26
H 3.670 -0.578 0.602 0.18
H 1.551 -1.469 1.496 0.23
H -0.826 -2.267 1.463 0.23
H -3.221 -1.745 1.372 0.23
H -3.970 0.591 1.225 0.23
H -2.325 2.423 1.174 0.23
H 0.081 1.908 1.246 0.23
N 1.549 -1.639 4.219 -0.99
C 2.771 -1.636 4.458 0.41
N 3.941 -1.639 4.684 -0.64
H 0.798 -1.770 4.841 0.38

=====

Relative to the most stable one, in hartree, the structures come out at (w) 0.1526; (x) 0.0000.

=====

(w)
89
Properties=species:S:1:pos:R:3:lowdin_charge:R:1 method="wB97M-V/def2-TZVPD" homo_energy_ev=-6.225 charge=-1
Cl -0.649 0.341 -0.267 0.63
O -0.103 1.284 0.683 -0.37
O 0.397 -0.166 -1.134 -0.37
O -1.196 -0.799 0.448 -0.40
O -1.680 0.984 -1.041 -0.37
C 4.373 4.690 -0.573 -0.36
O 4.886 5.709 -0.993 -0.01
N 3.164 4.219 -0.920 -0.19
C 2.633 2.986 -0.399 -0.06
C 2.373 4.878 -1.949 -0.03
H 4.867 4.057 0.187 0.13
H 3.326 2.599 0.346 0.08
H 2.427 2.246 -1.178 0.08
H 1.664 3.151 0.083 0.08
H 2.306 4.197 -2.801 0.09
H 1.381 5.105 -1.558 0.07
H 2.851 5.805 -2.249 0.08
C 2.739 -3.026 3.916 -0.36
O 3.485 -3.121 2.965 0.01
N 1.666 -2.214 3.997 -0.19
C 0.854 -2.193 5.184 -0.08
C 1.269 -1.338 2.910 -0.03
H 2.855 -3.598 4.856 0.13
H 1.426 -2.460 6.072 0.08
H -0.017 -2.857 5.126 0.08
H 0.471 -1.181 5.339 0.09
H 1.748 -1.628 1.980 0.07
H 0.197 -1.375 2.707 0.08
H 1.545 -0.310 3.157 0.10
C -0.693 -1.206 -4.315 -0.33
O -0.155 -2.202 -4.729 0.01
N -0.315 0.052 -4.690 -0.19
C -0.996 1.264 -4.327 -0.09
C 0.743 0.207 -5.664 -0.06
H -1.505 -1.194 -3.567 0.14
H -0.427 1.865 -3.609 0.08
H -1.983 1.150 -3.881 0.08
H -1.145 1.854 -5.240 0.08
H 1.477 0.906 -5.241 0.09
H 1.210 -0.742 -5.883 0.08
H 0.339 0.700 -6.556 0.08
C -2.613 4.630 0.814 -0.33
O -2.670 5.177 1.891 0.01
N -2.023 5.146 -0.293 -0.19
C -1.541 6.506 -0.290 -0.05
C -1.953 4.435 -1.541 -0.06
H -3.051 3.632 0.630 0.14
H -2.165 7.121 -0.954 0.09
H -0.492 6.567 -0.573 0.08
H -1.708 6.962 0.684 0.08
H -0.925 4.229 -1.843 0.08
H -2.505 3.504 -1.405 0.07
H -2.444 4.956 -2.371 0.09
C 2.942 -1.484 -2.581 -0.35
O 2.475 -2.220 -3.422 0.02
N 3.640 -1.901 -1.498 -0.18
C 3.931 -1.044 -0.378 -0.06
C 3.849 -3.324 -1.312 -0.04
H 2.716 -0.404 -2.610 0.12
H 3.725 -0.009 -0.659 0.07
H 4.966 -1.133 -0.044 0.09
H 3.277 -1.273 0.469 0.07
H 4.876 -3.613 -1.555 0.08
H 3.718 -3.534 -0.242 0.08
H 3.124 -3.924 -1.850 0.08
C -0.562 -3.675 -1.236 -0.32
O -0.065 -3.974 -2.300 0.03
N -1.436 -4.457 -0.542 -0.20
C -1.985 -3.981 0.718 -0.07
C -1.714 -5.801 -0.988 -0.06
H -0.326 -2.737 -0.709 0.11
H -2.705 -3.180 0.543 0.08
H -1.177 -3.634 1.363 0.08
H -2.501 -4.802 1.213 0.08
H -2.768 -6.026 -0.829 0.08
H -1.473 -5.857 -2.047 0.08
H -1.071 -6.513 -0.460 0.09
C -4.879 -0.055 4.906 -0.35
O -5.571 0.836 4.448 0.01
N -4.133 -0.917 4.179 -0.19
C -3.396 -1.990 4.796 -0.07
C -4.201 -0.926 2.736 -0.03
H -4.827 -0.233 5.993 0.13
H -3.730 -2.174 5.822 0.08
H -2.317 -1.812 4.865 0.07
H -3.525 -2.930 4.257 0.08
H -4.196 -1.946 2.353 0.08
H -5.079 -0.418 2.347 0.09
H -3.317 -0.436 2.315 0.09

=====

(x)
89
Properties=species:S:1:pos:R:3:lowdin_charge:R:1 method="wB97M-V/def2-TZVPD" homo_energy_ev=-6.488 charge=-1
Cl -0.147 -0.370 0.308 0.59
O 1.027 0.466 0.477 -0.37
O -1.323 0.413 0.561 -0.37
O -0.200 -0.849 -1.038 -0.38
O -0.035 -1.516 1.180 -0.37
C 4.041 1.886 2.527 0.01
C 5.369 1.117 2.297 -0.54
O 5.404 -0.115 2.094 0.01
N 6.458 1.823 2.110 -0.02
C 7.766 1.408 1.619 -0.05
H 3.408 1.519 1.719 0.08
H 4.159 2.970 2.538 0.06
H 3.513 1.675 3.457 0.07
H 6.289 2.782 2.376 0.12
H 7.859 0.323 1.569 0.09
H 8.577 1.837 2.206 0.07
H 7.828 1.909 0.653 0.08
C 2.937 -0.249 -6.899 -0.01
C 2.379 0.683 -5.863 -0.59
O 2.572 1.883 -6.011 0.03
N 1.711 0.135 -4.845 0.01
C 1.120 0.840 -3.766 -0.07
H 2.553 -1.261 -6.773 0.07
H 4.007 -0.055 -6.834 0.09
H 2.531 0.064 -7.861 0.08
H 1.526 -0.847 -4.991 0.13
H 1.625 0.562 -2.841 0.09
H 0.066 0.606 -3.620 0.08
H 1.210 1.926 -3.804 0.08
C 4.630 -4.493 -0.535 -0.02
C 3.852 -3.372 0.006 -0.57
O 4.262 -2.606 0.908 0.01
N 2.674 -3.057 -0.493 0.05
C 2.045 -3.736 -1.635 -0.07
H 5.653 -4.478 -0.158 0.08
H 4.777 -4.289 -1.596 0.08
H 4.245 -5.497 -0.359 0.08
H 2.188 -2.289 -0.053 0.13
H 2.345 -4.731 -1.964 0.08
H 1.892 -3.052 -2.470 0.07
H 0.984 -3.812 -1.396 0.06
C -2.535 -3.379 -0.350 -0.02
C -3.722 -3.936 -0.893 -0.59
O -4.546 -3.248 -1.501 0.03
N -3.957 -5.254 -0.677 0.01
C -5.200 -5.991 -1.059 -0.06
H -2.408 -3.720 0.678 0.10
H -2.554 -2.290 -0.302 0.07
H -1.646 -3.629 -0.928 0.09
H -3.289 -5.821 -0.177 0.13
H -5.861 -6.078 -0.198 0.07
H -4.950 -6.989 -1.420 0.07
H -5.806 -5.484 -1.810 0.08
C -4.922 -0.043 0.075 0.00
C -5.415 0.483 1.376 -0.60
O -6.601 0.340 1.690 0.00
N -4.561 1.113 2.118 0.04
C -4.841 1.649 3.481 -0.03
H -4.390 0.730 -0.479 0.08
H -5.665 -0.421 -0.628 0.08
H -4.250 -0.900 0.131 0.06
H -3.656 1.327 1.725 0.12
H -5.860 1.445 3.811 0.08
H -4.926 2.734 3.422 0.08
H -4.070 1.371 4.200 0.06
C -1.882 1.818 7.340 -0.02
C -1.745 1.730 5.862 -0.57
O -2.074 2.725 5.198 0.00
N -1.232 0.613 5.318 0.01
C -1.083 0.436 3.893 -0.06
H -2.927 1.562 7.512 0.09
H -1.674 2.808 7.747 0.08
H -1.226 1.139 7.885 0.07
H -1.014 -0.155 5.936 0.14
H -1.489 -0.556 3.694 0.09
H -0.056 0.591 3.561 0.09
H -1.673 1.169 3.343 0.07
C -0.440 6.476 -3.315 -0.01
C -0.509 4.897 -3.309 -0.52
O -0.031 4.306 -4.279 0.02
N -1.066 4.333 -2.221 0.01
C -1.324 2.925 -2.023 -0.06
H -0.987 6.814 -4.195 0.07
H 0.613 6.758 -3.346 0.07
H -0.889 6.941 -2.437 0.05
H -1.420 4.886 -1.454 0.13
H -0.547 2.483 -1.399 0.08
H -1.246 2.373 -2.960 0.08
H -2.226 2.760 -1.434 0.08

=====

Relative to the most stable one, in hartree, the structures come out at (w) 0.0399; (x) 0.0000.